(1)
Density functional theory data (ωB97M-V with the def2-TZVPD basis set) for a structure of composition C21H30N6S2SeSiTeZr.

Geometry as ORCA input:
```
! wB97M-V def2-TZVPD RIJCOSX def2/J DEFGRID3
* xyz 0 1
Zr 0.57 0.19 0.18
N 0.55 1.53 2.23
C 1.06 0.96 3.49
C -0.02 0.14 4.20
C -0.32 -1.18 3.48
N -0.72 -0.92 2.09
H 1.27 2.17 1.88
H -0.27 2.11 2.43
H 1.40 1.75 4.18
H 1.92 0.33 3.24
H -0.93 0.74 4.27
H 0.32 -0.08 5.22
H -1.10 -1.71 4.04
H 0.58 -1.81 3.47
H -1.62 -0.43 2.10
H -0.87 -1.82 1.63
S 0.33 -2.64 -0.64
C 0.92 -1.71 -1.99
C 1.30 -2.31 -3.17
C 1.75 -1.51 -4.21
C 1.79 -0.12 -4.02
C 1.40 0.42 -2.81
N 0.97 -0.36 -1.78
H 1.26 -3.38 -3.25
H 2.08 -1.94 -5.14
H 2.14 0.53 -4.81
H 1.44 1.49 -2.61
N -2.03 3.49 -0.69
C -1.04 4.35 -0.31
C -1.04 5.71 -0.03
C 0.16 6.30 0.34
C 1.32 5.55 0.40
C 1.33 4.19 0.17
C 0.13 3.56 -0.15
N -0.18 2.23 -0.37
C -1.50 2.21 -0.70
C -2.22 1.03 -0.92
C -3.51 0.90 -1.44
S -3.98 -0.77 -1.48
C -2.45 -1.17 -0.78
N -1.65 -0.16 -0.54
H -2.99 3.72 -0.90
H -1.96 6.28 -0.09
H 0.18 7.35 0.58
H 2.26 6.04 0.65
H 2.25 3.63 0.20
H -4.13 1.67 -1.87
H -2.23 -2.19 -0.54
Te 2.12 -2.18 0.96
C 5.37 3.66 -0.64
Si 5.25 1.80 -0.18
C 6.11 1.44 1.49
C 5.86 0.71 -1.62
Se 3.03 1.21 0.20
H 6.36 3.89 -1.04
H 5.22 4.30 0.23
H 4.64 3.93 -1.39
H 7.16 1.71 1.47
H 6.03 0.38 1.73
H 5.63 1.99 2.29
H 6.92 0.84 -1.78
H 5.34 0.97 -2.54
H 5.66 -0.33 -1.41
*
```

HOMO-LUMO gap (alpha / beta): 3.8 / 3.8 eV
LUMO level (alpha / beta): -0.6 / -0.6 eV
ΔE to the lowest compared entry with this formula, charge and spin: 29.7 kcal per mole
Energy: -134676.0934 eV

(2)
Density functional theory data (ωB97M-V with the def2-TZVPD basis set) for a cluster of 2 separate species, C33H41N3OP in total.

Geometry as ORCA input:
```
! wB97M-V def2-TZVPD RIJCOSX def2/J DEFGRID3
* xyz 1 1
C 4.77 6.69 1.35
C 3.78 5.57 1.48
C 2.64 5.73 2.27
C 1.68 4.73 2.39
C 0.51 4.96 3.29
C 1.87 3.52 1.69
N 0.93 2.42 1.84
P -0.49 2.17 0.86
H 0.03 1.04 0.03
N -1.13 1.19 2.16
C -2.53 0.89 2.36
C -3.05 -0.31 1.85
C -2.17 -1.24 1.08
C -4.38 -0.64 2.12
C -5.21 0.21 2.87
C -6.64 -0.16 3.12
C -4.67 1.39 3.39
C -3.34 1.75 3.14
C -2.78 3.00 3.74
C -0.15 0.82 3.07
C 1.01 1.52 2.89
C 3.02 3.32 0.91
C 3.25 2.01 0.23
C 3.96 4.35 0.82
H 5.60 6.40 0.71
H 4.31 7.59 0.93
H 5.18 6.97 2.33
H 2.51 6.67 2.81
H -0.05 4.05 3.52
H 0.86 5.40 4.24
H -0.19 5.70 2.86
H -2.75 -2.10 0.76
H -1.74 -0.77 0.18
H -1.33 -1.61 1.69
H -4.79 -1.58 1.75
H -7.13 0.61 3.72
H -7.19 -0.26 2.18
H -6.73 -1.12 3.64
H -5.29 2.04 4.00
H -3.55 3.46 4.37
H -1.91 2.79 4.39
H -2.49 3.74 2.99
H -0.37 0.07 3.81
H 1.92 1.43 3.47
H 4.20 2.04 -0.32
H 3.32 1.18 0.95
H 2.46 1.76 -0.49
H 4.87 4.19 0.23
C -3.26 -6.07 -3.70
C -2.80 -4.78 -3.04
N -1.37 -4.57 -3.27
C -0.86 -3.34 -3.13
C 0.48 -3.03 -3.42
C 1.14 -1.90 -2.95
C 2.52 -1.65 -3.25
C 3.21 -0.55 -2.65
C 4.57 -0.33 -2.87
C 5.29 -1.19 -3.72
C 4.64 -2.26 -4.35
C 3.28 -2.48 -4.13
C -0.52 -5.74 -3.53
C -1.15 -6.98 -2.92
O -2.50 -7.21 -3.30
H -4.29 -6.31 -3.40
H -3.20 -5.97 -4.80
H -3.36 -3.94 -3.46
H -2.99 -4.83 -1.95
H -1.54 -2.55 -2.79
H 1.04 -3.72 -4.06
H 0.61 -1.19 -2.31
H 2.64 0.10 -1.98
H 5.07 0.50 -2.37
H 6.36 -1.02 -3.89
H 5.19 -2.93 -5.01
H 2.80 -3.32 -4.63
H -0.41 -5.90 -4.62
H 0.47 -5.59 -3.10
H -0.61 -7.88 -3.26
H -1.11 -6.93 -1.82
*
```

HOMO-LUMO gap: 4.0 eV
LUMO level: -4.8 eV
ΔE to the lowest compared entry with this formula, charge and spin: 0.0 kcal per mole
Energy: -50685.8197 eV

(3)
Density functional theory data (ωB97M-V with the def2-TZVPD basis set) for a structure of composition C18H51CuN3O10P.

Geometry as ORCA input:
```
! wB97M-V def2-TZVPD RIJCOSX def2/J DEFGRID3
* xyz -2 1
Cu -7.06 23.05 5.34
P -9.29 19.96 3.17
O -8.67 18.57 3.44
O -10.17 19.92 1.89
O -8.12 20.79 2.58
O -9.82 20.65 4.42
C -2.24 22.64 1.62
C -1.21 21.57 1.20
O -1.72 20.46 0.72
H -2.96 22.91 0.85
H -1.79 23.63 1.72
H -2.65 22.48 2.62
H -0.57 21.29 2.04
H -0.53 22.03 0.47
H -2.42 20.66 0.09
C -15.21 25.55 3.73
C -14.43 24.27 3.92
O -13.35 24.41 4.78
H -16.26 25.27 3.62
H -14.94 26.19 2.89
H -15.17 26.12 4.66
H -14.06 24.02 2.92
H -15.05 23.48 4.35
H -12.74 23.67 4.80
C -8.47 28.90 8.71
C -9.62 28.01 8.34
O -9.29 26.96 7.46
H -8.00 29.34 7.82
H -7.80 28.29 9.32
H -8.76 29.73 9.35
H -10.42 28.58 7.87
H -10.12 27.64 9.24
H -10.18 26.63 7.27
C -6.86 25.51 -4.77
C -7.29 24.93 -3.46
C -8.17 25.78 -2.47
O -8.32 25.01 -1.31
C -9.04 25.70 -0.28
N -8.04 23.72 -3.65
H -6.31 24.74 -5.31
H -6.30 26.44 -4.77
H -7.66 25.57 -5.50
H -6.38 24.63 -2.94
H -9.16 26.06 -2.86
H -7.58 26.68 -2.30
H -10.02 26.05 -0.61
H -8.42 26.54 0.01
H -9.13 25.06 0.59
H -7.49 23.06 -4.18
H -8.78 24.02 -4.26
C -7.53 20.36 11.77
C -8.70 20.58 10.78
C -9.65 21.81 11.04
O -10.21 21.80 12.37
C -11.15 20.75 12.61
N -8.11 20.71 9.46
H -6.97 21.28 11.93
H -6.79 19.76 11.23
H -7.72 19.93 12.75
H -9.19 19.61 10.82
H -10.44 21.69 10.29
H -9.12 22.75 10.93
H -12.04 20.81 11.99
H -11.48 20.87 13.64
H -10.81 19.71 12.53
H -8.95 20.70 8.90
H -7.70 19.82 9.19
C -2.94 25.29 8.64
C -2.56 26.23 7.51
C -1.18 26.02 6.90
O -0.12 26.34 7.83
C 1.18 26.48 7.32
N -3.58 26.05 6.50
H -3.02 24.25 8.31
H -3.92 25.50 9.06
H -2.18 25.34 9.42
H -2.60 27.22 7.95
H -1.05 26.56 5.96
H -1.04 24.96 6.71
H 1.89 26.67 8.12
H 1.20 27.23 6.53
H 1.55 25.54 6.91
H -4.39 26.37 7.00
H -3.34 26.82 5.90
*
```

HOMO-LUMO gap: 2.7 eV
LUMO level: 3.6 eV
ΔE to the lowest compared entry with this formula, charge and spin: 225.5 kcal per mole
Energy: -98358.3197 eV

(4)
Density functional theory data (ωB97M-V with the def2-TZVPD basis set) for a structure of composition C25H23GeMoN6OS.

Geometry as ORCA input:
```
! wB97M-V def2-TZVPD RIJCOSX def2/J DEFGRID3
* xyz 2 2
Mo 0.24 -0.76 0.26
O -0.96 -2.31 0.57
N -0.71 -3.46 1.18
C -1.70 -4.35 1.35
C -1.47 -5.52 2.01
C -0.19 -5.80 2.50
C 0.82 -4.89 2.28
C 0.56 -3.70 1.60
S 1.73 -2.50 1.26
H -2.67 -4.06 0.96
H -2.28 -6.21 2.15
H -0.01 -6.71 3.05
H 1.83 -5.06 2.63
C 1.80 0.34 0.33
Ge 0.56 1.92 0.32
C 1.49 3.49 -0.47
C 1.14 4.79 -0.11
C 1.86 5.85 -0.65
C 2.91 5.61 -1.51
C 3.25 4.31 -1.86
C 2.54 3.25 -1.34
C -0.40 1.74 2.08
C -0.43 0.42 2.52
C -1.06 0.05 3.70
C -1.71 1.03 4.44
C -1.72 2.34 4.00
C -1.07 2.71 2.82
C -0.87 1.07 -0.89
C -2.07 0.55 -0.36
C -3.08 0.13 -1.22
C -2.91 0.20 -2.59
C -1.72 0.70 -3.12
C -0.71 1.12 -2.28
H 2.84 0.51 0.53
H 0.32 4.97 0.56
H 1.60 6.86 -0.37
H 3.48 6.44 -1.90
H 4.08 4.12 -2.53
H 2.81 2.23 -1.60
H 0.21 -0.35 2.00
H -1.02 -0.97 4.05
H -2.19 0.77 5.37
H -2.23 3.09 4.58
H -1.08 3.74 2.50
H -2.30 0.65 0.70
H -4.02 -0.20 -0.82
H -3.71 -0.10 -3.25
H -1.60 0.78 -4.19
H 0.22 1.53 -2.69
N 2.18 -2.13 -4.45
N 1.37 -2.15 -3.40
N 0.33 -2.94 -3.33
C -0.25 -2.58 -2.20
N 0.43 -1.59 -1.61
N 1.46 -1.32 -2.40
H 2.15 -2.96 -5.03
H 3.07 -1.66 -4.32
H -1.14 -3.04 -1.82
*
```

HOMO-LUMO gap (alpha / beta): 7.2 / 7.1 eV
LUMO level (alpha / beta): -6.9 / -7.4 eV
<S²>: 0.813
ΔE to the lowest compared entry with this formula, charge and spin: 10.5 kcal per mole
Energy: -106473.9906 eV

(5)
Density functional theory data (ωB97M-V with the def2-TZVPD basis set) for a cluster of 2 separate species, C3H12N2 in total.

Geometry as ORCA input:
```
! wB97M-V def2-TZVPD RIJCOSX def2/J DEFGRID3
* xyz 0 1
C 2.15 0.22 0.88
N 1.68 -1.20 0.85
H 1.39 0.99 1.01
H 2.79 0.13 1.77
H 2.74 0.42 0.00
H 0.78 -1.19 0.37
H 1.48 -1.53 1.79
C -0.87 0.48 -1.81
N -0.78 -0.34 -0.57
C -1.71 0.17 0.51
H -1.00 1.53 -1.47
H -1.81 0.26 -2.35
H 0.04 0.35 -2.39
H -1.13 -1.25 -0.85
H -2.66 0.50 0.04
H -1.86 -0.60 1.26
H -1.22 1.04 0.95
*
```

HOMO-LUMO gap: 9.7 eV
SMILES string: CNC.CN
LUMO level: 1.0 eV
ΔE to the lowest compared entry with this formula, charge and spin: 18.9 kcal per mole
Energy: -6284.7765 eV

(6)
Density functional theory data (ωB97M-V with the def2-TZVPD basis set) for a structure of composition C15H9CaN6O5S2.

Geometry as ORCA input:
```
! wB97M-V def2-TZVPD RIJCOSX def2/J DEFGRID3
* xyz -1 1
Ca 0.00 0.00 0.47
S -2.02 -1.79 0.58
C -3.11 -0.68 1.39
C -4.11 -1.34 2.19
N -4.88 -1.91 2.83
C -3.12 0.68 1.34
S -2.04 1.75 0.47
C -4.13 1.37 2.09
N -4.91 1.96 2.70
O 4.31 0.26 4.44
C 3.25 -0.02 5.20
O 3.30 -0.12 6.40
C 1.97 -0.04 4.46
C 0.72 -0.13 5.05
N -0.17 -0.11 4.05
N 0.43 -0.01 2.85
C 1.72 0.03 3.10
C 2.68 0.12 1.95
O 3.88 0.27 2.22
O 2.16 0.05 0.80
H 4.03 0.36 3.49
H 0.44 -0.21 6.08
H -1.18 -0.16 4.08
N -0.80 -0.09 -6.98
C 0.35 0.05 -6.28
O 1.42 0.22 -6.83
C 0.25 0.01 -4.78
C -0.94 -0.20 -4.09
C -0.91 -0.22 -2.70
N 0.21 -0.05 -2.01
C 1.34 0.14 -2.67
C 1.42 0.18 -4.05
H -0.74 -0.05 -7.99
H -1.69 -0.21 -6.55
H -1.89 -0.34 -4.57
H -1.81 -0.37 -2.11
H 2.23 0.27 -2.05
H 2.35 0.34 -4.56
*
```

HOMO-LUMO gap: 6.0 eV
LUMO level: 1.3 eV
ΔE to the lowest compared entry with this formula, charge and spin: 12.3 kcal per mole
Energy: -74995.5160 eV

Computed values of max |F| (unit: eV Å⁻¹) for the preceding records, in sequence: 2.8, 2.3, 4.3, 2.6, 1.9, 3.5.